Record 1
This record from OMol25 describes a cluster of 2 separate species, C15H16F3INO3S in total at a distorted geometry. The level of theory is the ωB97M-V functional and the def2-TZVPD basis.

```
40
C15H16F3INO3S the ωB97M-V functional and the def2-TZVPD basis
C 0.487 0.645 3.203
C 0.407 0.987 1.748
O -0.986 0.713 1.370
C -1.223 1.081 0.098
C -2.714 1.383 -0.251
C -2.577 2.100 -1.522
N -2.562 2.556 -2.601
O -0.317 1.310 -0.679
H 1.517 0.687 3.552
H -0.083 1.354 3.796
H 0.099 -0.352 3.390
H 0.647 2.043 1.563
H 1.065 0.346 1.153
H -3.131 1.968 0.586
C -5.725 -0.215 -4.237
C -5.238 -1.166 -3.103
C -6.186 -2.358 -3.338
C -3.695 -1.419 -3.191
C -3.124 -2.430 -2.409
I -4.192 -3.995 -1.453
C -1.752 -2.360 -2.097
C -0.900 -1.539 -2.814
C -1.464 -0.542 -3.573
C -2.853 -0.491 -3.836
O -5.709 -0.727 -1.980
S -3.774 0.012 -0.484
C -5.227 -0.124 0.711
F -5.508 -1.449 0.766
F -4.788 0.242 1.951
F -6.359 0.548 0.454
H -5.506 -0.697 -5.203
H -6.806 0.000 -4.135
H -5.205 0.731 -4.102
H -6.083 -2.768 -4.337
H -6.045 -3.142 -2.582
H -7.210 -2.007 -3.140
H -1.371 -3.016 -1.330
H 0.178 -1.650 -2.768
H -0.845 0.224 -4.020
H -3.295 0.260 -4.496
```

The calculation puts the frontier orbital gap at 5.669 eV. The molar mass is 474.26 g mol⁻¹. The calculation puts the HOMO energy at -3.113 eV. Its LUMO energy is 0.094 Ha. The total charge is -1. As for the relative energy (zero: lowest compared OMol25 entry of this formula, charge and spin): 0.0 kJ/mol.

Results of the Löwdin charge analysis, in e, for atoms 1 through 6: -0.080 -0.210 -0.003 -0.485 -0.479 -0.241

=====

Record 2
This record from OMol25 describes a cluster of 13 separate species, C4H34NO13 in total at a distorted geometry. The level of theory is the ωB97M-V functional and the def2-TZVPD basis.

```
52
C4H34NO13 the ωB97M-V functional and the def2-TZVPD basis
C 1.174 0.104 0.450
N 1.543 -0.035 1.855
C 1.019 1.125 2.633
C -0.185 0.732 3.526
C -1.333 0.127 2.709
O -1.231 -1.299 2.614
H 1.689 0.921 -0.034
H 0.113 0.327 0.210
H 1.478 -0.766 -0.125
H 1.022 -0.860 2.185
H 0.987 2.070 2.005
H 1.898 1.471 3.246
H 0.223 0.092 4.288
H -0.554 1.681 4.047
H -2.297 0.418 3.150
H -1.197 0.481 1.724
H -1.507 2.605 0.238
H -3.039 2.349 0.422
O -2.170 1.949 0.452
H -0.731 -3.912 -0.331
H 0.378 -3.784 0.771
O 0.173 -4.137 -0.105
H 2.025 -3.275 -0.687
H 2.932 -2.631 -1.600
O 2.860 -2.828 -0.657
H 0.302 3.475 0.499
H 0.113 3.988 -0.793
O 0.167 4.358 0.127
H -0.286 3.298 -2.711
H 0.902 2.458 -2.561
O 0.585 3.369 -2.269
H -1.729 0.553 -2.704
H -3.374 0.660 -2.489
O -2.547 1.133 -2.479
H -2.122 -1.264 -0.438
H -1.814 -1.465 1.836
O -1.241 -1.619 -0.583
H 1.670 0.821 -3.357
H 0.788 0.416 -2.151
O 1.611 0.916 -2.407
H -4.378 -0.433 0.297
H -2.897 0.386 0.100
O -3.434 -0.384 0.376
H 1.029 -2.579 -2.585
H 0.932 -3.866 -1.589
O 1.189 -3.541 -2.461
H -0.933 -1.335 -3.067
H -0.834 -1.164 -1.455
O -0.569 -0.525 -2.697
H 3.486 0.354 0.516
H 3.842 -0.716 1.385
O 4.272 -0.218 0.675
```

The calculation puts the frontier orbital gap at 8.403 eV. The molar mass is 304.31 g mol⁻¹. The calculation puts the HOMO energy at -6.009 eV. Its LUMO energy is 0.088 Ha. The total charge is -1. As for the relative energy (zero: lowest compared OMol25 entry of this formula, charge and spin): 350.1 kJ/mol.

Results of the Löwdin charge analysis, in e, for atoms 1 through 6: -0.163 -0.095 -0.227 -0.155 -0.278 -0.093

=====

Record 3
This record from OMol25 describes a cluster of 3 separate species, C6H13NO in total at a distorted geometry. The level of theory is the ωB97M-V functional and the def2-TZVPD basis.

```
21
C6H13NO the ωB97M-V functional and the def2-TZVPD basis
C 0.682 -0.109 0.974
C -1.521 -0.069 0.777
C -1.912 -1.274 -0.026
C -2.164 1.225 0.370
N 0.644 0.305 -0.274
C 2.672 0.589 -0.574
C 3.092 0.135 -1.740
O 1.003 -1.392 1.207
H 1.099 -1.813 0.335
H 0.365 1.261 -0.454
H 0.904 0.519 1.835
H -1.582 -0.243 1.852
H 3.325 1.044 0.172
H -2.987 -1.488 0.079
H -1.723 -1.120 -1.093
H -1.390 -2.174 0.309
H -3.255 1.186 0.512
H -1.795 2.070 0.957
H -1.991 1.441 -0.688
H 4.124 0.243 -2.082
H 2.411 -0.337 -2.447
```

The calculation puts the frontier orbital gap (alpha / beta) at 7.776 / 7.807 eV. The molar mass is 115.18 g mol⁻¹. The calculation puts the HOMO energy (alpha / beta) at -6.852 / -6.876 eV. Its LUMO energy (alpha / beta) is 0.034 / 0.034 Ha. As for the relative energy (zero: lowest compared OMol25 entry of this formula, charge and spin): 613.3 kJ/mol.

Results of the Löwdin charge analysis, in e, for atoms 1 through 6: -0.425 -0.284 -0.127 -0.133 0.077 -0.045

=====

Record 4
This record from OMol25 describes a structure of composition C18H23Cl2F3NO7Ta at a distorted geometry. The level of theory is the ωB97M-V functional and the def2-TZVPD basis.

```
55
C18H23Cl2F3NO7Ta the ωB97M-V functional and the def2-TZVPD basis
Ta 0.187 -0.186 0.144
C -1.833 -2.035 2.331
C -2.146 -0.588 2.664
O -1.006 0.177 2.245
C -0.506 1.198 3.116
C 0.975 1.223 2.835
O 1.129 1.339 1.384
C 1.248 2.707 0.893
C 0.209 2.945 -0.190
O -0.876 2.040 0.064
C -1.841 2.101 -0.998
C -2.795 0.968 -0.766
O -2.040 -0.249 -0.554
C -2.933 -1.387 -0.504
C -2.104 -2.561 -0.049
O -1.265 -2.103 1.014
H -2.726 -2.658 2.391
H -1.076 -2.424 3.011
H -2.303 -0.470 3.736
H -3.028 -0.220 2.138
H -0.704 0.941 4.157
H -0.981 2.151 2.875
H 1.452 0.288 3.114
H 1.492 2.058 3.300
H 2.262 2.838 0.519
H 1.077 3.366 1.741
H 0.609 2.749 -1.185
H -0.156 3.973 -0.143
H -1.329 1.985 -1.955
H -2.367 3.056 -0.958
H -3.436 0.835 -1.639
H -3.413 1.140 0.119
H -3.363 -1.536 -1.494
H -3.731 -1.168 0.209
H -1.431 -2.901 -0.834
H -2.727 -3.394 0.276
Cl -0.309 0.957 -4.333
C 1.318 0.725 -3.809
C 2.370 0.799 -4.707
C 3.670 0.603 -4.269
C 3.942 0.330 -2.933
C 2.882 0.255 -2.061
Cl 3.097 -0.074 -0.365
C 1.550 0.451 -2.459
N 0.579 0.346 -1.494
H 2.166 1.006 -5.748
H 4.485 0.661 -4.977
H 4.956 0.175 -2.590
F 2.090 -4.483 0.029
C 1.755 -3.806 1.112
F 2.775 -3.747 1.954
F 0.718 -4.409 1.712
C 1.293 -2.385 0.744
O 1.279 -1.473 1.605
O 0.860 -2.127 -0.417
```

The calculation puts the frontier orbital gap at 7.771 eV. The molar mass is 674.23 g mol⁻¹. The calculation puts the HOMO energy at -14.264 eV. Its LUMO energy is -0.239 Ha. The total charge is +2. As for the relative energy (zero: lowest compared OMol25 entry of this formula, charge and spin): 28.7 kJ/mol.

Results of the Löwdin charge analysis, in e, for atoms 1 through 6: 1.974 -0.094 -0.104 -0.252 -0.108 -0.086

=====

Record 5
This record from OMol25 describes a structure of composition C5H9AgO3 at a distorted geometry. The level of theory is the ωB97M-V functional and the def2-TZVPD basis.

```
18
C5H9AgO3 the ωB97M-V functional and the def2-TZVPD basis
O 0.262 -1.276 -0.521
Ag 2.119 -2.754 0.001
O 0.063 -2.687 1.154
C -0.355 -1.585 0.704
C -0.230 -0.217 -1.327
C 0.835 0.162 -2.332
H -1.172 -0.531 -1.800
H -0.499 0.687 -0.762
H 1.095 -0.694 -2.970
H 0.463 0.967 -2.980
H 1.731 0.530 -1.812
O -1.492 -0.980 0.987
C -0.504 0.768 2.023
C -0.717 2.060 1.770
H -0.472 0.418 3.061
H -0.816 2.438 0.750
H -0.669 2.801 2.569
H 0.359 -0.108 1.485
```

The calculation puts the frontier orbital gap (alpha / beta) at 5.659 / 8.042 eV. The molar mass is 224.99 g mol⁻¹. The calculation puts the HOMO energy (alpha / beta) at -2.030 / -4.586 eV. Its LUMO energy (alpha / beta) is 0.133 / 0.127 Ha. The total charge is -1. As for the relative energy (zero: lowest compared OMol25 entry of this formula, charge and spin): 283.9 kJ/mol. The spin multiplicity is 2.

Results of the Löwdin charge analysis, in e, for atoms 1 through 6: -0.206 0.153 -0.129 -0.774 -0.270 -0.093